(1)
Computed, not measured: a cluster of 3 separate species, C4H9NO3 in total at a distorted geometry, with the ωB97M-V functional and the def2-TZVPD basis.

Geometry as XYZ:
```
17
Properties=species:S:1:pos:R:3
C -0.1131 0.9921 0.3607
C -0.8551 -0.1891 0.5119
C 0.9426 0.0641 -2.1105
C -0.2321 -1.5390 0.5636
O -0.2488 0.4365 -1.4953
O -0.7594 2.1700 0.4150
N -0.9709 0.3752 2.5765
O -0.3315 -0.3036 3.2790
H -0.1668 2.8914 0.1753
H 0.9516 0.9886 0.5947
H -1.9139 -0.1147 0.2878
H 0.9146 0.2953 -3.1847
H 1.8174 0.6067 -1.7043
H 1.1703 -1.0128 -2.0371
H -0.5001 -2.0313 1.5058
H 0.8562 -1.4892 0.5447
H -0.5611 -2.1402 -0.2829
```

Highest occupied orbital energy (spin up / spin down) (eV): -7.355 / -7.757
Energy above the lowest of the compared OMol25 structures with the same formula, charge and spin (kcal/mol): 162.52
Orbital gap (spin up / spin down) (Ha): 0.2819 / 0.2705

Results of the Mulliken charge analysis, in e, for atoms 1 through 2: number 1, C, carries -0.081; number 2, C, carries 0.193

---

(2)
Computed, not measured: an isolated molecule of C4H8O3S at a distorted geometry, with the ωB97M-V functional and the def2-TZVPD basis.

Geometry as XYZ:
```
16
Properties=species:S:1:pos:R:3
O 2.5442 -0.1050 -0.9807
C 1.6108 -0.3248 0.2130
C 0.4226 -1.1871 -0.0711
O -0.2801 -1.4317 1.2456
C -0.4825 -0.0472 -0.7247
S -2.2821 0.1407 -0.4920
C 0.5991 0.8951 -0.0683
O 0.3133 1.7823 1.0833
H 3.0497 0.6415 -0.5795
H 2.1990 -0.2040 1.2024
H 0.4684 -2.3789 -0.4561
H -1.1900 -2.0004 1.1903
H -0.3879 0.1252 -1.7722
H -2.2361 0.8516 0.5219
H 0.8695 1.4898 -0.9622
H 0.2232 1.2432 1.8486
```

Highest occupied orbital energy (eV): -9.326
Energy above the lowest of the compared OMol25 structures with the same formula, charge and spin (kcal/mol): 95.91
Orbital gap (Ha): 0.3618

Results of the Mulliken charge analysis, in e, for atoms 1 through 2: number 1, O, carries -0.541; number 2, C, carries -0.141

---

(3)
Computed, not measured: a cluster of 9 separate species, C27H57FO17P2 in total at a distorted geometry, with the ωB97M-V functional and the def2-TZVPD basis.

Geometry as XYZ:
```
104
Properties=species:S:1:pos:R:3
O 8.9498 16.5130 18.0804
C 9.6145 15.5499 18.0610
O 10.9510 15.5651 18.2497
C 11.4336 14.2655 18.3251
C 10.2313 13.3595 18.0327
F 9.8329 12.6144 19.0733
O 9.2036 14.2985 17.7986
H 12.1418 14.1138 17.5647
H 11.7779 14.1177 19.3171
H 10.3341 12.7234 17.1626
C 16.9106 6.9297 12.8755
O 15.8632 6.7363 11.8853
P 14.6178 7.7151 11.9719
O 14.8517 9.1109 12.4523
O 13.4810 6.9603 12.8581
C 12.5885 7.9612 13.6023
O 14.0718 7.6409 10.5356
C 14.2842 6.6818 9.5116
H 17.4610 5.9982 12.8111
H 16.4796 7.0663 13.8963
H 17.6049 7.7550 12.6220
H 11.9735 7.2935 14.2962
H 11.9298 8.3651 12.8697
H 13.0973 8.7046 14.1543
H 15.0399 5.9210 9.7936
H 14.6441 7.1467 8.6028
H 13.2945 6.1801 9.3980
C 16.2418 14.7036 15.9666
O 17.4986 13.9882 16.1294
P 17.4751 12.4360 15.8566
O 16.3538 11.5974 16.3621
O 17.6950 12.3092 14.2556
C 17.1971 11.0711 13.5983
O 18.8692 12.0322 16.5138
C 20.1129 12.5837 15.9633
H 16.4274 15.5824 16.5066
H 15.4866 14.0194 16.3497
H 16.0802 15.0541 14.9104
H 16.4087 11.3616 12.9151
H 16.8273 10.3391 14.2561
H 18.0999 10.7660 13.0682
H 20.2856 13.4650 16.5517
H 19.8102 12.9745 14.9718
H 20.8998 11.8332 15.9569
C 13.7067 12.6672 7.8321
C 14.1255 11.2793 8.2124
C 14.6066 10.9082 9.5845
O 13.8594 10.3258 7.5135
H 12.9790 13.0284 8.5438
H 13.2239 12.5511 6.8710
H 14.5416 13.3503 7.8092
H 14.7906 11.7752 10.2210
H 15.5032 10.3325 9.4413
H 13.8539 10.2436 10.0284
C 11.0787 16.4280 12.8833
C 9.9827 15.4334 13.2577
C 9.3394 15.5258 14.6464
O 9.6185 14.5568 12.4734
H 11.5727 16.1350 11.9599
H 11.8035 16.4960 13.7491
H 10.6378 17.3797 12.7265
H 8.7924 16.4980 14.7225
H 10.2179 15.4597 15.2753
H 8.6511 14.7298 14.8800
C 15.0964 8.7624 17.0658
C 14.0415 9.5896 17.8030
C 14.3795 10.6795 18.7366
O 12.8883 9.2769 17.5649
H 15.5242 8.0231 17.8024
H 15.9301 9.4146 16.7283
H 14.6918 8.1883 16.2753
H 14.9312 11.5092 18.3335
H 15.0630 10.4120 19.5027
H 13.4328 11.0945 19.0901
C 10.3645 10.8890 9.2861
C 10.9884 11.3631 10.5430
C 10.2956 10.8997 11.8544
O 11.8943 12.1969 10.5617
H 9.4360 11.4523 9.0859
H 10.1916 9.8162 9.3381
H 10.9942 11.1781 8.4383
H 11.0249 10.4868 12.5516
H 9.4430 10.2641 11.7403
H 9.8966 11.7903 12.2789
C 12.8370 12.7650 13.4103
C 12.5364 12.9306 14.8505
C 12.8967 11.7727 15.7232
O 12.0851 13.9289 15.3305
H 12.2064 13.3238 12.7556
H 12.9424 11.7156 13.1952
H 13.8796 13.1493 13.2729
H 13.8817 11.3612 15.5682
H 12.2702 10.8763 15.5411
H 12.8089 12.0427 16.7590
C 7.1573 10.3850 16.3171
C 8.6257 10.3013 16.6243
C 9.0949 9.4851 17.8095
O 9.3855 10.8015 15.8371
H 6.7883 9.4885 15.8178
H 7.1707 11.2313 15.7006
H 6.5439 10.6759 17.1786
H 10.1546 9.2951 17.7082
H 8.5524 8.5437 17.8616
H 8.9047 10.0630 18.7456
```

Highest occupied orbital energy (eV): -9.153
Orbital gap (Ha): 0.3534

Results of the Mulliken charge analysis, in e, for atoms 1 through 2: number 1, O, carries -0.522; number 2, C, carries 0.589

---

(4)
Computed, not measured: a structure of composition C31H29BrN2OPPdS at a distorted geometry, with the ωB97M-V functional and the def2-TZVPD basis.

Geometry as XYZ:
```
67
Properties=species:S:1:pos:R:3
Pd 0.3766 0.0921 0.3839
Br 1.3428 -1.4472 2.1582
C 1.8822 -2.7095 0.8221
C 2.2080 -3.9983 1.0919
C 2.6806 -4.7977 0.0210
C 2.8640 -4.2700 -1.2252
C 2.5658 -2.9103 -1.5002
C 2.8635 -2.3090 -2.7521
C 2.6874 -0.9720 -2.9481
C 2.1118 -0.1732 -1.9207
C 1.6932 -0.7799 -0.7655
C 2.0111 -2.1254 -0.4572
H 2.1331 -4.4101 2.0886
H 2.9255 -5.8323 0.2165
H 3.2652 -4.8813 -2.0232
H 3.3034 -2.9203 -3.5294
H 3.0028 -0.4953 -3.8665
H 2.0893 0.9036 -2.0594
N -0.4959 2.6591 -0.9255
P -0.4072 1.1870 -1.6320
C -0.4663 1.3670 -3.3641
C 0.4251 2.2806 -3.9672
C 0.3856 2.4866 -5.3280
C -0.5276 1.7726 -6.1019
C -1.4102 0.8683 -5.5175
C -1.3765 0.6398 -4.1571
C -1.4590 -0.1489 -1.1703
C -2.3804 -0.0029 -0.1107
C -3.1712 -1.0680 0.2762
C -3.0515 -2.2903 -0.3715
C -2.1116 -2.4698 -1.3905
C -1.3014 -1.4256 -1.7735
C 0.2484 3.0662 0.2102
C 0.2300 4.3851 0.6295
C 1.0165 4.7163 1.7211
C 1.7811 3.7356 2.3412
C 1.7251 2.4445 1.8609
N 0.9633 2.1142 0.8074
H -0.8336 3.4134 -1.5195
H 1.1408 2.8323 -3.3663
H 1.0583 3.1937 -5.7931
H -0.5569 1.9270 -7.1727
H -2.1354 0.3508 -6.1304
H -2.0916 -0.0393 -3.7163
H -2.5096 0.9587 0.3683
H -3.8887 -0.9390 1.0748
H -3.6797 -3.1196 -0.0731
H -2.0150 -3.4304 -1.8773
H -0.5562 -1.5744 -2.5475
H -0.3776 5.1253 0.1276
H 1.0366 5.7373 2.0780
H 2.4278 3.9707 3.1742
H 2.3140 1.6479 2.2958
O -0.9445 0.5043 2.2605
S -1.8969 0.6950 3.4465
C -0.8796 1.1069 4.8938
C -0.6800 -0.1682 5.7065
C -1.9767 -0.9614 5.5569
C -2.2790 -0.9702 4.0622
H -1.4406 1.8607 5.4486
H 0.0268 1.5711 4.5078
H -0.4543 0.0669 6.7450
H 0.1605 -0.7441 5.3120
H -2.7855 -0.4766 6.1069
H -1.8956 -1.9794 5.9349
H -3.3094 -1.2127 3.8093
H -1.6008 -1.6284 3.5150
```

Highest occupied orbital energy (spin up / spin down) (eV): -16.435 / -16.436
Energy above the lowest of the compared OMol25 structures with the same formula, charge and spin (kcal/mol): 48.38
Orbital gap (spin up / spin down) (Ha): 0.1830 / 0.1831
Charge: +3

Results of the Mulliken charge analysis, in e, for atoms 1 through 2: number 1, Pd, carries -0.900; number 2, Br, carries 0.028